Molecular formula: C28H45N2O20
Method: DFT, ωB97M-V with the def2-TZVPD basis set

## Properties
**Energy relative to the best compared isomer or geometry (same formula, charge and spin)**: 14.82 kcal per mole
**Charge**: +1
**Gap between HOMO and LUMO**: 0.3567 Eh
**HOMO**: -12.09 eV

```
95
Properties=species:S:1:pos:R:3:mulliken_charge:R:1
C 3.951 -2.075 2.160 -0.12
C 4.890 -0.865 2.122 -0.41
C 5.108 -0.333 0.731 -0.84
O 3.863 0.064 0.127 -0.08
C 3.926 -0.137 -1.253 -1.06
N 2.838 0.578 -1.912 0.51
C 2.785 1.849 -2.292 0.61
C 3.802 2.960 -2.133 -1.08
O 4.700 2.787 -1.085 -0.35
C 4.139 3.126 0.187 0.18
C 4.040 4.623 0.412 -1.50
N 1.625 2.077 -2.905 0.01
C 0.899 0.900 -2.899 0.25
O -0.304 0.715 -3.421 -0.68
C 1.622 -0.013 -2.288 0.13
O 1.202 -1.277 -2.120 -0.27
C 1.094 -1.678 -0.737 0.02
C -0.243 -1.310 -0.136 0.45
C -0.106 -1.332 1.393 -1.26
O -0.650 -0.019 -0.571 -0.44
H 3.527 -2.247 3.138 0.23
H 4.538 -2.960 1.920 0.34
H 3.182 -1.954 1.400 -0.46
H 4.575 -0.085 2.814 0.27
H 5.869 -1.199 2.468 0.39
H 5.521 -1.149 0.130 0.44
H 5.838 0.479 0.728 0.35
H 3.798 -1.194 -1.483 0.48
H 4.871 0.248 -1.628 0.65
H 3.235 3.888 -2.004 0.38
H 4.369 3.088 -3.055 0.35
H 4.806 2.701 0.929 0.30
H 3.165 2.663 0.350 0.11
H 3.212 5.054 -0.149 0.35
H 4.958 5.137 0.141 0.34
H 3.840 4.814 1.463 0.43
H 1.320 2.946 -3.314 0.32
H -0.677 -0.034 -2.928 0.32
H 1.928 -1.338 -0.130 -0.76
H 1.158 -2.764 -0.727 0.57
H -1.024 -2.028 -0.384 0.47
H -0.860 -0.711 1.864 0.31
H 0.869 -0.952 1.697 0.20
H -0.164 -2.355 1.762 0.43
H -1.612 0.014 -0.615 0.13
C 5.119 -1.478 6.339 -0.35
C 6.005 -2.502 7.015 -0.35
O 5.375 -3.736 6.659 -0.34
C 4.664 -3.537 5.527 0.63
O 4.160 -4.392 4.879 -0.49
O 4.602 -2.211 5.221 -0.24
H 5.663 -0.598 6.003 0.31
H 4.285 -1.163 6.969 0.26
H 7.023 -2.500 6.620 0.26
H 6.043 -2.387 8.094 0.31
C -3.882 2.051 1.325 -0.30
C -4.848 1.143 2.054 -0.19
O -5.108 0.120 1.073 -0.33
C -4.074 0.086 0.227 0.72
O -3.887 -0.758 -0.601 -0.54
O -3.241 1.127 0.418 -0.46
H -3.156 2.517 1.980 0.41
H -4.379 2.820 0.741 0.14
H -4.401 0.677 2.933 0.23
H -5.764 1.640 2.344 0.24
C 0.987 -1.301 -5.639 0.06
C 0.021 -2.219 -4.935 0.05
O -0.406 -3.094 -5.975 -0.37
C 0.558 -3.098 -6.938 0.52
O 0.591 -3.839 -7.857 -0.48
O 1.484 -2.129 -6.688 -0.36
H 1.794 -0.971 -4.987 0.10
H 0.500 -0.427 -6.077 0.22
H 0.518 -2.806 -4.160 0.16
H -0.828 -1.700 -4.498 0.15
C -5.970 -3.001 -1.724 -0.04
C -5.998 -3.901 -2.940 -0.26
O -6.844 -4.970 -2.512 -0.33
C -7.642 -4.503 -1.516 0.60
O -8.565 -5.090 -1.062 -0.51
O -7.234 -3.272 -1.114 -0.34
H -5.881 -1.948 -1.973 0.17
H -5.176 -3.266 -1.024 0.17
H -6.452 -3.418 -3.808 0.27
H -5.016 -4.276 -3.216 0.26
C -7.913 4.798 1.350 -0.31
C -7.089 6.029 1.043 -0.35
O -5.974 5.880 1.932 -0.33
C -5.848 4.573 2.230 0.68
O -4.922 4.096 2.811 -0.52
O -6.909 3.866 1.781 -0.29
H -8.448 4.414 0.486 0.31
H -8.618 4.955 2.166 0.27
H -6.720 6.042 0.016 0.25
H -7.618 6.957 1.241 0.31
```

---

Molecular formula: C28H45N2ORhS2SbTe
Method: DFT, ωB97M-V with the def2-TZVPD basis set

## Properties
**Charge**: +1
**Gap between HOMO and LUMO (alpha / beta)**: 0.1928 / 0.1885 Eh
**HOMO (alpha / beta)**: -10.22 / -10.26 eV

```
81
Properties=species:S:1:pos:R:3:mulliken_charge:R:1
Rh 0.522 -0.787 -0.186 -0.78
C -1.771 0.423 4.749 -1.13
C -1.028 -0.678 3.999 -0.83
N 0.367 -0.362 3.785 0.25
C 1.279 -0.629 4.884 -0.60
C 1.891 -2.026 4.830 -0.97
C 0.839 0.145 2.649 0.31
S -0.302 0.706 1.441 -0.31
N 2.135 0.332 2.566 -0.24
C 2.927 0.314 1.511 0.16
O 2.592 -0.012 0.345 -0.07
C 4.357 0.563 1.793 0.42
C 5.285 0.404 0.766 -0.02
C 6.632 0.559 1.021 -0.85
C 7.066 0.879 2.298 -0.39
C 6.149 1.023 3.329 -0.81
C 4.800 0.856 3.082 -0.33
H -2.805 0.124 4.887 0.42
H -1.757 1.355 4.191 0.28
H -1.324 0.590 5.726 0.35
H -1.501 -0.856 3.027 0.44
H -1.059 -1.603 4.582 0.38
H 0.718 -0.494 5.811 0.40
H 2.081 0.110 4.839 0.31
H 1.128 -2.802 4.879 0.29
H 2.564 -2.149 5.675 0.41
H 2.462 -2.145 3.911 0.21
H 4.946 0.141 -0.225 0.37
H 7.346 0.427 0.223 0.43
H 8.120 1.007 2.488 0.41
H 6.482 1.268 4.326 0.43
H 4.080 0.940 3.879 0.46
C 1.055 3.570 -2.061 -1.76
C 1.948 2.483 -2.629 1.48
C 3.212 2.344 -1.804 -1.67
C 2.268 2.753 -4.086 -1.53
Sb 0.802 0.524 -2.449 2.11
C -1.292 0.813 -3.337 1.42
C -2.052 1.637 -2.312 -1.53
C -1.195 1.508 -4.676 -1.61
C -1.948 -0.550 -3.472 -1.67
C 1.966 -1.171 -3.440 1.56
C 0.981 -2.319 -3.577 -1.56
C 3.047 -1.547 -2.440 -1.46
C 2.559 -0.795 -4.780 -1.62
H 1.598 4.516 -2.049 0.50
H 0.748 3.340 -1.039 0.35
H 0.171 3.713 -2.681 0.33
H 3.726 3.303 -1.753 0.58
H 3.893 1.623 -2.250 0.28
H 2.981 2.032 -0.788 0.19
H 2.730 3.737 -4.167 0.51
H 1.371 2.760 -4.703 0.25
H 2.968 2.021 -4.482 0.28
H -1.610 2.619 -2.161 0.27
H -2.090 1.122 -1.348 0.24
H -3.075 1.789 -2.656 0.51
H -0.867 2.539 -4.571 0.28
H -2.175 1.521 -5.152 0.48
H -0.514 0.986 -5.345 0.29
H -1.844 -1.131 -2.551 0.24
H -1.532 -1.109 -4.306 0.31
H -3.013 -0.415 -3.662 0.57
H 0.389 -2.409 -2.659 0.00
H 1.516 -3.257 -3.733 0.63
H 0.310 -2.164 -4.420 0.31
H 2.599 -1.894 -1.502 0.07
H 3.691 -0.703 -2.204 0.20
H 3.667 -2.350 -2.840 0.63
H 1.805 -0.385 -5.451 0.30
H 2.967 -1.688 -5.254 0.46
H 3.373 -0.082 -4.673 0.36
Te 0.708 -3.050 1.071 0.14
C 0.968 -4.721 -0.145 0.13
C 0.466 -5.012 -1.388 -0.42
C 0.869 -6.270 -1.861 -0.68
C 1.658 -6.936 -0.967 -0.43
S 1.920 -6.037 0.462 -0.09
H -0.187 -4.349 -1.926 0.55
H 0.588 -6.666 -2.820 0.39
H 2.088 -7.913 -1.063 0.40
```

---

Molecular formula: C28H45N3O6S2
Method: DFT, ωB97M-V with the def2-TZVPD basis set

## Properties
**2S+1**: 3
**Gap between HOMO and LUMO (alpha / beta)**: 0.2458 / 0.2827 Eh
**HOMO (alpha / beta)**: -8.22 / -9.23 eV

```
84
Properties=species:S:1:pos:R:3:mulliken_spin:R:1
N -6.470 2.175 -4.237 0.00
C -5.358 2.248 -3.648 0.00
C -4.007 1.870 -4.213 0.00
C -3.283 0.952 -3.277 0.00
C -3.299 -0.381 -3.364 0.00
S -4.161 -1.264 -4.640 0.00
C -2.546 -1.224 -2.373 0.00
O -2.471 -2.421 -2.505 0.00
C -1.896 -0.536 -1.202 0.00
S -1.085 -1.570 -0.031 0.00
C -1.895 0.798 -1.098 0.00
C -1.259 1.587 0.006 0.00
C -2.218 2.387 0.857 0.00
O -1.863 3.116 1.733 0.00
O -3.539 2.169 0.571 0.00
C -2.547 1.615 -2.154 0.00
O -2.504 2.825 -2.105 0.00
H -6.352 1.823 -5.190 0.00
H -5.348 2.603 -2.615 0.00
H -3.416 2.779 -4.344 0.00
H -4.139 1.388 -5.183 0.00
H -5.389 -0.949 -4.204 0.00
H -2.099 -2.418 0.186 0.00
H -0.558 2.286 -0.461 0.01
H -0.669 0.942 0.654 0.00
H -3.984 3.023 0.501 0.00
C 3.432 5.038 1.183 0.01
C 3.667 4.103 -0.010 0.02
C 4.946 4.485 -0.757 0.03
C 4.815 5.800 -1.523 -0.02
C 3.623 5.770 -2.478 0.03
C 2.301 5.367 -1.815 0.02
N 2.524 4.131 -0.987 0.35
O 2.506 3.070 -1.713 0.55
C 1.724 6.513 -0.976 0.02
C 1.259 5.039 -2.881 -0.01
C 3.768 2.691 0.557 0.00
H 4.158 4.794 1.959 0.00
H 3.568 6.090 0.953 0.00
H 2.433 4.898 1.597 -0.01
H 5.196 3.684 -1.459 0.00
H 5.764 4.542 -0.033 0.00
H 4.728 6.642 -0.830 0.00
H 5.727 5.974 -2.097 0.00
H 3.484 6.749 -2.945 0.00
H 3.835 5.062 -3.284 0.00
H 0.857 6.170 -0.409 -0.01
H 1.397 7.308 -1.647 0.00
H 2.432 6.956 -0.283 0.00
H 1.617 4.291 -3.582 0.00
H 1.029 5.952 -3.432 0.00
H 0.338 4.670 -2.426 0.00
H 2.835 2.406 1.045 0.00
H 4.566 2.669 1.301 0.00
H 3.991 1.958 -0.213 0.00
C 1.538 -4.902 3.170 0.02
C 0.035 -4.608 3.133 0.00
C -0.650 -5.123 4.401 0.03
C -0.729 -6.648 4.454 -0.02
C -1.405 -7.212 3.204 0.03
C -0.792 -6.721 1.886 0.00
N -0.644 -5.229 1.943 0.40
O -1.715 -4.612 1.607 0.54
C 0.546 -7.414 1.606 0.02
C -1.717 -7.059 0.720 0.00
C -0.121 -3.100 3.007 -0.02
H 2.000 -4.230 3.895 0.00
H 1.785 -5.911 3.482 0.00
H 1.995 -4.716 2.197 -0.01
H -1.664 -4.713 4.443 0.00
H -0.112 -4.734 5.268 0.00
H 0.267 -7.081 4.576 0.00
H -1.300 -6.949 5.334 0.00
H -1.366 -8.304 3.211 0.00
H -2.463 -6.933 3.218 0.00
H 1.033 -6.965 0.740 -0.01
H 0.354 -8.464 1.380 0.00
H 1.240 -7.393 2.439 0.00
H -2.722 -6.680 0.877 0.00
H -1.766 -8.145 0.621 0.00
H -1.336 -6.641 -0.212 0.00
H 0.321 -2.757 2.071 0.00
H 0.391 -2.598 3.829 0.00
H -1.165 -2.800 3.023 0.00
```

---

no.,maximum force (Eh/bohr),E (hartree)
1,0.0287,-2708.0281
2,0.0489,-2693.5612
3,0.0219,-2505.8586